[1]
Molecular formula: C5H11NO
Method: DFT, ωB97M-V with the def2-TZVPD basis set

Positions of all 18 atoms, in Å:
1 C -0.315 1.298 1.594
2 C 0.245 0.197 0.634
3 C 1.451 0.674 -0.303
4 C -1.087 -0.098 -0.133
5 C -0.945 -1.519 -0.648
6 N -0.141 -1.628 -1.700
7 O -1.291 -2.437 0.031
8 H -0.964 2.026 0.964
9 H 0.641 1.934 2.037
10 H -0.897 0.762 2.358
11 H 0.588 -0.464 1.343
12 H 1.793 -0.114 -0.925
13 H 1.106 1.401 -1.004
14 H 2.397 1.069 0.299
15 H -1.325 0.678 -0.980
16 H -1.908 -0.266 0.530
17 H 0.568 -0.945 -2.039
18 H 0.083 -2.568 -2.057

* SMILES: CC(C)CC(N)=O
* highest occupied orbital energy: -9.5 eV
* Kohn-Sham gap: 10.36 eV

---

[2]
Molecular formula: C5H11NO
Method: DFT, ωB97M-V with the def2-TZVPD basis set

Positions of all 18 atoms, in Å:
1 C -2.077 -0.399 -0.115
2 N -1.073 -0.093 0.863
3 C 0.098 0.553 0.448
4 C 0.575 0.136 -0.982
5 C 2.068 -0.268 -0.915
6 O 2.493 -1.273 -0.562
7 C 0.121 2.087 0.563
8 H -1.914 -1.352 -0.635
9 H 1.663 -3.377 1.335
10 H -3.031 -0.469 0.403
11 H -2.164 0.352 -0.927
12 H 0.849 0.109 1.111
13 H 0.081 -0.809 -1.212
14 H 0.385 0.875 -1.746
15 H 1.543 -3.415 0.604
16 H -0.691 2.517 -0.026
17 H -0.006 2.383 1.602
18 H 1.079 2.444 0.192

* highest occupied orbital energy: -6.6 eV
* Kohn-Sham gap: 4.56 eV

---

[3]
Molecular formula: C5H11NO
Method: DFT, ωB97M-V with the def2-TZVPD basis set

Positions of all 18 atoms, in Å:
1 C -2.139 -1.173 0.840
2 C -1.783 0.111 0.874
3 C -0.830 0.796 -0.108
4 C 0.650 0.408 0.147
5 N 1.631 1.497 0.104
6 C 1.042 -0.679 -0.861
7 O 1.931 -1.699 -0.395
8 H -3.095 -1.531 1.197
9 H -1.499 -1.837 0.273
10 H -2.051 0.776 1.693
11 H -0.890 1.833 0.218
12 H -1.227 0.685 -1.111
13 H 0.679 -0.115 1.104
14 H 1.286 2.432 0.271
15 H 1.998 1.461 -0.840
16 H 0.144 -1.283 -0.944
17 H 1.327 -0.229 -1.815
18 H 2.825 -1.456 -0.647

* SMILES: C=CC[C@H](N)CO
* highest occupied orbital energy: -9.1 eV
* Kohn-Sham gap: 10.02 eV

---

[4]
Molecular formula: C5H11NO
Method: DFT, ωB97M-V with the def2-TZVPD basis set

Positions of all 18 atoms, in Å:
1 C -0.782 -1.803 -0.481
2 C -0.413 -0.353 -0.622
3 C -1.515 1.714 0.341
4 N 0.818 0.073 -0.180
5 C 1.727 -0.798 0.548
6 C 1.033 1.396 -0.187
7 O 0.079 2.130 -0.595
8 H -0.681 -2.178 0.545
9 H -1.831 -1.935 -0.764
10 H -0.199 -2.480 -1.129
11 H -0.755 0.170 -1.506
12 H -1.491 2.774 0.578
13 H -2.339 1.461 -0.319
14 H -1.470 1.100 1.239
15 H 1.288 -1.118 1.498
16 H 1.965 -1.683 -0.047
17 H 2.649 -0.249 0.755
18 H 1.919 1.779 0.326

* highest occupied orbital energy (spin up / spin down): -6.4 / -6.4 eV
* Kohn-Sham gap (spin up / spin down): 7.27 / 7.27 eV

---

Results for ΔE to the lowest compared entry with this formula, charge and spin: 38.4 165.3 62.4 113.2 (in kcal per mole, following the order of the records).